C3H16N2O7 | the ωB97M-V functional and the def2-TZVPD basis

Values from the calculation:
Kohn-Sham gap = 0.3762 Eh
charge = 0
relative energy (zero: lowest compared OMol25 entry of this formula, charge and spin) = 13.8 kcal/mol
SMILES = NC(=O)NCC=O.O.O.O.O.O
E_HOMO = -9.7 eV

Each line ends with the Löwdin charge.
Cartesian coordinates (Å):
N  0.7706  -1.3393  -2.1726  0.2075
C  0.0950  -0.8152  -1.1293  -0.5926
O  -1.1032  -0.4920  -1.2386  -0.0280
N  0.7421  -0.6751  0.0451  0.0941
C  2.1379  -1.0052  0.2408  -0.1361
C  3.1273  0.0241  -0.2846  -0.2421
O  4.1933  -0.3202  -0.7221  0.0575
H  0.2916  -1.3094  -3.0515  0.1183
H  1.7736  -1.2596  -2.1982  0.0983
H  0.2888  -0.0998  0.7455  0.1046
H  2.3620  -1.9786  -0.1917  0.1270
H  2.3168  -1.1070  1.3118  0.1340
H  2.7923  1.0727  -0.3037  0.1152
O  -2.7482  -0.2402  2.7270  -0.0674
H  -2.7136  -0.9113  3.4184  0.0633
H  -2.8407  -0.7552  1.8893  0.0089
O  -1.1271  2.2060  -0.4580  -0.0775
H  -0.8987  1.9622  0.4737  0.0243
H  -1.4030  1.3439  -0.8068  0.0141
O  -2.8566  -1.7118  0.4688  -0.0599
H  -3.6426  -1.6629  -0.0820  0.0637
H  -2.1493  -1.3203  -0.0982  0.0167
O  1.1941  2.0049  -1.9773  -0.0854
H  1.1615  2.6645  -2.6816  0.0404
H  0.4063  2.1768  -1.4061  0.0018
O  -0.5200  1.1517  2.1616  -0.0803
H  -0.3309  1.7588  2.8943  0.0708
H  -1.3194  0.6375  2.4260  0.0084